{"formula": "C40H74BrN2O11S3", "method": "ωB97M-V/def2-TZVPD", "species": ["C", "C", "C", "N", "C", "C", "C", "Br", "C", "N", "C", "C", "C", "C", "C", "C", "C", "C", "C", "C", "C", "C", "O", "C", "C", "O", "C", "O", "C", "C", "O", "C", "C", "O", "C", "C", "H", "H", "H", "H", "H", "H", "H", "H", "H", "H", "H", "H", "H", "H", "H", "H", "H", "H", "H", "H", "H", "H", "H", "H", "H", "H", "H", "H", "H", "H", "H", "H", "H", "H", "H", "H", "H", "H", "H", "H", "H", "H", "H", "H", "H", "H", "H", "H", "H", "H", "C", "C", "C", "S", "O", "O", "C", "H", "H", "H", "H", "H", "H", "H", "H", "C", "C", "C", "S", "O", "O", "C", "H", "H", "H", "H", "H", "H", "H", "H", "C", "C", "C", "S", "O", "O", "C", "H", "H", "H", "H", "H", "H", "H", "H"], "xyz": [[3.024455, 2.306928, -2.701749], [2.309632, 1.865452, -1.846601], [1.428364, 1.532881, -0.746324], [1.214626, 2.611377, 0.275669], [2.010861, 3.833831, 0.335658], [2.875998, 3.990724, 1.624332], [2.405058, 5.130095, 2.527952], [4.690210, 4.419641, 1.024886], [0.230742, 2.255402, 1.035918], [-0.271273, 3.008573, 2.091303], [-0.359145, 0.936959, 0.581884], [-1.820549, 0.685265, 0.965510], [-2.003660, -0.618339, 1.736237], [-1.162149, -0.710544, 3.016515], [-0.839290, -2.181751, 3.366566], [0.623489, -2.468121, 2.931118], [1.638508, -2.159960, 4.058020], [2.684857, -1.091556, 3.658080], [0.000860, 1.009965, -0.953970], [-0.992105, 1.960360, -1.619123], [-0.527218, 2.707721, -2.877787], [-0.161837, 1.817697, -4.051541], [0.585024, 2.598749, -5.004643], [1.077589, 1.868845, -6.058910], [2.209235, 0.913373, -5.795247], [0.651616, 2.055831, -7.161445], [-0.010791, -0.467923, -1.499324], [-0.855865, -0.661366, -2.599859], [-2.076526, -1.334198, -2.303776], [-3.172446, -0.822208, -3.208211], [-3.768527, 0.361837, -2.710597], [-4.794238, 0.109785, -1.762402], [-5.093869, 1.350542, -0.956055], [-5.982513, 2.190243, -1.660497], [-6.650493, 3.142304, -0.863937], [-6.085292, 4.546459, -1.041015], [3.673786, 2.707627, -3.447038], [1.949788, 0.735760, -0.193240], [1.322609, 4.678749, 0.258427], [2.650837, 3.874459, -0.538293], [2.896038, 3.040115, 2.152288], [1.614653, 4.785456, 3.196088], [3.220035, 5.469248, 3.164217], [2.064797, 5.986555, 1.948900], [-0.217851, 4.002031, 1.883524], [0.186315, 2.809573, 2.975478], [0.280924, 0.176251, 1.050813], [-2.158282, 1.504299, 1.606603], [-2.442693, 0.725672, 0.071080], [-3.047784, -0.737177, 2.016265], [-1.783647, -1.480392, 1.095954], [-0.228962, -0.150132, 2.943114], [-1.749455, -0.288503, 3.838831], [-1.478952, -2.860430, 2.803448], [-1.002554, -2.391856, 4.418808], [0.829683, -1.845267, 2.052946], [0.696736, -3.502380, 2.611823], [1.092768, -1.772715, 4.919771], [2.134093, -3.083416, 4.351511], [3.543335, -1.556510, 3.177287], [3.007184, -0.535219, 4.539145], [2.219155, -0.379860, 2.970868], [-1.906466, 1.430280, -1.885708], [-1.307323, 2.727777, -0.902490], [-1.341965, 3.355476, -3.207247], [0.319206, 3.368171, -2.671694], [-1.062348, 1.458418, -4.555323], [0.434454, 0.955431, -3.756224], [3.106521, 1.505937, -5.594327], [2.402375, 0.301847, -6.668623], [2.057408, 0.300878, -4.907608], [1.012483, -0.731118, -1.791887], [-0.283222, -1.145208, -0.687283], [-1.943854, -2.410165, -2.483383], [-2.355475, -1.230966, -1.251231], [-2.723639, -0.568813, -4.171819], [-3.917879, -1.598373, -3.408544], [-5.703992, -0.192891, -2.291350], [-4.507213, -0.682436, -1.058832], [-5.541257, 1.029946, -0.006871], [-4.164978, 1.894933, -0.734443], [-7.709576, 3.162180, -1.133221], [-6.613159, 2.887218, 0.201733], [-6.539079, 5.222277, -0.311225], [-5.008343, 4.569915, -0.866546], [-6.316281, 4.947185, -2.026757], [7.892454, 2.303454, -0.552134], [8.920715, 1.643606, -1.482360], [8.260461, 1.487734, -2.859339], [7.053440, 2.813549, -2.983114], [5.728965, 2.235101, -3.040034], [7.469173, 3.776188, -3.966926], [7.309652, 3.471279, -1.340247], [8.343898, 2.638604, 0.380444], [7.102090, 1.590102, -0.305925], [9.800728, 2.283545, -1.565667], [9.251982, 0.680252, -1.098775], [8.966529, 1.589079, -3.679310], [7.721715, 0.546361, -2.948889], [6.358581, 3.834871, -0.953555], [8.022565, 4.291155, -1.426536], [-6.549209, -3.903270, 5.384133], [-6.920598, -2.427989, 5.180582], [-5.652919, -1.696538, 4.719604], [-4.655478, -2.924695, 3.863581], [-3.443251, -3.135975, 4.614233], [-4.614276, -2.620267, 2.452406], [-5.751716, -4.308076, 4.148162], [-7.430933, -4.529146, 5.508587], [-5.930750, -4.011933, 6.277413], [-7.692224, -2.348702, 4.412579], [-7.317858, -1.982058, 6.090699], [-5.866416, -0.881347, 4.032348], [-5.065399, -1.330700, 5.559660], [-5.157719, -5.209277, 4.280395], [-6.392006, -4.404000, 3.271684], [1.796408, -7.002702, -1.329748], [1.938434, -5.748204, -2.202703], [1.418640, -4.560160, -1.382718], [1.690078, -4.990026, 0.344052], [0.405506, -5.125550, 0.984477], [2.715827, -4.141906, 0.898185], [2.350085, -6.623989, 0.040570], [2.330834, -7.851802, -1.751733], [0.743375, -7.278007, -1.241854], [2.990135, -5.593208, -2.450285], [1.392535, -5.843966, -3.139800], [1.952984, -3.637636, -1.598029], [0.348118, -4.411510, -1.515675], [2.036226, -7.287665, 0.842707], [3.436329, -6.539288, 0.024507]], "forces_ev_per_angstrom": [[-0.2, -0.1, 0.1], [-0.4, 0.8, -0.2], [0.6, -0.7, -0.1], [0.0, 0.0, -0.4], [0.0, 0.4, 0.6], [-0.4, 0.4, -0.5], [0.2, -0.3, 0.2], [-0.1, -0.2, 0.3], [-0.3, -0.3, 0.4], [0.3, 0.3, -0.7], [0.0, 0.7, -0.1], [0.1, 0.2, 0.3], [0.2, -0.1, -0.1], [-1.0, -0.6, 0.5], [1.0, 0.2, -0.9], [-0.5, -0.3, 0.8], [0.0, 0.6, -0.6], [-0.4, -0.5, 0.3], [-0.5, -1.1, 1.1], [0.1, 0.5, -0.7], [0.0, 0.1, -0.2], [0.2, 0.0, -0.2], [0.0, -0.2, 0.3], [-0.3, 0.0, -0.7], [0.3, 0.2, 0.5], [0.0, 0.1, 0.1], [0.4, 0.5, -0.1], [-0.1, 0.1, 0.2], [-0.1, -0.7, -0.2], [0.1, 0.2, -0.3], [0.1, 0.0, 0.1], [0.0, 0.1, -0.1], [-0.1, 0.2, -0.1], [-0.1, -0.4, 0.0], [-0.1, 0.8, 0.3], [-0.1, 0.1, 0.2], [0.0, -0.2, 0.0], [0.0, 0.0, 0.0], [0.0, 0.0, 0.0], [-0.2, -0.3, -0.1], [0.4, 0.0, 0.0], [-0.1, 0.1, -0.1], [0.0, 0.0, 0.0], [0.0, 0.0, 0.0], [0.2, 0.0, 0.3], [-0.4, -0.2, 0.1], [0.0, -0.1, -0.1], [0.0, 0.0, -0.1], [0.0, -0.1, 0.0], [-0.1, 0.0, -0.1], [0.1, 0.1, -0.1], [0.0, 0.1, 0.1], [0.1, 0.3, -0.1], [-0.3, 0.1, 0.1], [0.1, -0.1, 0.1], [0.2, -0.1, -0.1], [0.1, 0.0, 0.0], [0.0, -0.2, 0.1], [0.1, 0.1, 0.2], [0.1, 0.2, -0.1], [0.2, 0.0, -0.1], [0.1, 0.1, -0.1], [0.1, -0.2, 0.1], [0.0, 0.0, 0.0], [0.0, 0.0, 0.1], [0.0, -0.1, 0.1], [0.0, -0.1, 0.1], [0.0, 0.0, 0.1], [0.0, 0.0, 0.0], [-0.2, 0.0, 0.0], [-0.1, -0.1, -0.1], [-0.1, 0.0, -0.1], [0.0, 0.0, 0.0], [0.1, 0.1, 0.0], [0.0, 0.2, 0.0], [0.0, 0.0, 0.0], [-0.1, 0.0, 0.2], [0.0, -0.1, 0.1], [0.1, -0.1, -0.1], [0.0, 0.1, 0.0], [0.0, -0.1, 0.1], [0.1, -0.2, -0.2], [0.1, -0.3, -0.1], [0.0, -0.1, 0.0], [0.0, 0.0, -0.1], [0.2, -0.1, -0.1], [0.0, -0.1, -0.1], [0.0, 0.0, 0.0], [0.2, -0.2, 0.2], [0.4, 0.2, 0.1], [0.1, 0.0, -0.1], [-0.2, 0.0, -0.1], [0.0, 0.0, 0.3], [0.0, 0.0, 0.0], [0.0, 0.0, 0.0], [0.0, 0.0, 0.0], [0.0, 0.0, 0.0], [-0.1, 0.0, -0.1], [-0.1, 0.0, 0.0], [0.1, 0.0, -0.2], [0.0, 0.0, -0.1], [0.0, 0.1, 0.0], [0.0, 0.0, 0.0], [-0.3, 0.1, 0.1], [-0.3, -0.1, 0.1], [0.0, 0.1, -0.1], [0.2, 0.1, 0.0], [-0.2, -0.1, 0.1], [0.0, 0.0, 0.0], [0.0, 0.0, 0.0], [0.0, 0.0, 0.0], [0.0, 0.0, 0.0], [0.1, 0.0, 0.0], [0.1, -0.1, 0.0], [0.1, 0.1, -0.1], [0.0, 0.0, 0.0], [-0.1, 0.1, 0.0], [0.0, 0.0, 0.0], [0.0, 0.0, -0.3], [0.2, -0.2, -0.3], [0.0, 0.1, 0.1], [-0.1, 0.1, 0.1], [0.0, -0.2, -0.1], [0.0, 0.0, 0.0], [0.0, 0.0, 0.0], [0.0, 0.0, 0.0], [0.0, 0.0, 0.0], [0.0, 0.0, 0.1], [0.0, 0.0, 0.1], [0.0, 0.1, 0.1], [0.0, 0.0, 0.0]], "max_force_ha_per_bohr": 0.03108, "e_tot_ha": -6273.8842, "charge": 1}